1.
The following is a DFT calculation (ωB97M-V/def2-TZVPD) of C24H36CoN2Si as an isolated structure in a non-equilibrium geometry.

Results
expectation value of S²: 6.03
electronic energy: -2717.42705 hartree
highest occupied orbital energy (alpha / beta): -11.240 / -11.509 eV
spin multiplicity: 5
lowest unoccupied orbital energy (alpha / beta): -2.03 / -5.76 eV
total charge: +1

Last column: Mulliken spin population.
Positions of all 64 atoms, in Å:
C1 -1.9567 -2.1537 1.2212  0.2564
C2 -2.0464 -1.4987 -0.0451  0.0084
C3 -1.0041 -2.0574 -0.8827  0.3039
H1 -2.8995 -0.9440 -0.4235  0.0091
C4 -0.1461 -2.8378 -0.0143  0.0230
C5 -0.8110 -2.9790 1.2317  0.3055
H2 -0.5643 -3.7111 2.0009  -0.0028
H3 -2.7386 -2.1803 1.9817  -0.0059
H4 -1.0084 -2.0895 -1.9614  0.0054
H5 0.7248 -3.3835 -0.3591  -0.0080
Co1 -0.0281 -0.5388 -0.0687  2.6095
C6 1.7798 -0.6271 0.9558  0.3943
H6 1.4317 -1.3495 1.7157  -0.0338
H7 2.1752 0.2436 1.4907  0.0031
H8 2.6144 -1.1098 0.4278  -0.0416
Si1 1.1649 0.5982 -1.6426  -0.0338
C7 0.4382 2.0524 -2.5831  0.0241
C8 -0.6953 1.9536 -3.4166  0.0038
H9 -1.2788 1.0266 -3.4632  -0.0024
C9 -1.0648 3.0374 -4.2246  0.0003
H10 -1.9266 2.9514 -4.8893  0.0000
C10 -0.3303 4.2263 -4.1917  0.0001
H11 -0.6205 5.0706 -4.8156  0.0000
C11 0.7775 4.3368 -3.3444  0.0029
H12 1.3562 5.2621 -3.3142  -0.0001
C12 1.1591 3.2567 -2.5344  0.0115
H13 2.0401 3.3357 -1.8892  -0.0006
C13 2.3072 -0.2398 -2.8758  0.0234
C14 2.3232 0.0992 -4.2435  -0.0035
H14 1.8133 0.9959 -4.5954  0.0005
C15 2.9639 -0.7318 -5.1663  -0.0007
H15 2.9170 -0.4963 -6.2278  0.0000
C16 3.6441 -1.8769 -4.7352  0.0037
H16 4.0722 -2.5765 -5.4590  0.0002
C17 3.7957 -2.1032 -3.3607  -0.0017
H17 4.3894 -2.9477 -2.9991  -0.0001
C18 3.1706 -1.2582 -2.4328  -0.0015
H18 3.3435 -1.4102 -1.3642  -0.0024
H19 -0.1789 -0.1541 -1.6272  -0.0412
H20 2.0160 1.0227 -0.4361  0.1078
C19 -2.4570 0.7554 1.9484  0.0073
N1 -1.0044 0.7883 1.7173  0.0233
C20 -0.6987 2.0432 1.0082  0.0206
C21 -0.3048 0.7825 3.0189  -0.0181
C22 -0.3540 -0.5244 3.8082  0.0160
N2 -1.6767 -1.0633 4.1233  0.0145
C23 -1.5971 -2.4392 4.6020  0.0075
C24 -2.4340 -0.2567 5.0912  0.0008
H21 -2.7437 1.6181 2.5819  0.0071
H22 -2.7272 -0.1753 2.4577  -0.0072
H23 -2.9818 0.8210 0.9903  0.0078
H24 -1.1752 2.8972 1.5092  0.0053
H25 0.3811 2.1927 0.9691  0.0030
H26 -1.0804 1.9489 -0.0106  -0.0071
H27 0.7555 1.0047 2.8486  0.0028
H28 -0.7093 1.5806 3.6667  0.0042
H29 0.2098 -1.3076 3.2816  -0.0057
H30 0.1702 -0.3239 4.7672  0.0023
H31 -1.0922 -2.4986 5.5840  0.0003
H32 -2.6194 -2.8280 4.7044  0.0010
H33 -1.0476 -3.0619 3.8856  -0.0044
H34 -1.9533 -0.2395 6.0877  0.0016
H35 -2.5447 0.7717 4.7328  0.0000
H36 -3.4350 -0.7001 5.1877  0.0002

2.
The following is a DFT calculation (ωB97M-V/def2-TZVPD) of a 7-piece molecular cluster, C35H87F3N4O8PS overall in a non-equilibrium geometry.

Results
electronic energy: -3244.83864 hartree
highest occupied orbital energy: -14.776 eV
lowest unoccupied orbital energy: -6.22 eV
total charge: +3
energy above the lowest of the compared OMol25 structures with the same formula, charge and spin: 0.0 kcal per mole

Last column: Mulliken charge in e.
Positions of all 139 atoms, in Å:
O1 -0.3142 -2.4724 -1.4180  -0.2797
H1 -0.0387 -1.6059 -1.7756  -0.5454
C1 3.3764 -3.3707 -3.6305  -0.8925
C2 2.3136 -4.3303 -3.2010  0.9246
O2 2.5779 -5.4989 -2.8396  -0.5389
N1 0.8588 -3.8953 -3.3109  0.8972
H2 0.4887 -3.5121 -2.4528  -0.3375
H3 0.8636 -3.1424 -3.9842  0.2125
C3 -0.0074 -5.0041 -3.8780  -0.9197
H4 2.9769 -2.7650 -4.4439  0.3169
H5 4.3727 -3.6892 -3.9375  0.4224
H6 3.4734 -2.6207 -2.8455  0.0480
H7 0.1375 -5.9333 -3.3269  0.3761
H8 0.2289 -5.1292 -4.9347  0.4181
H9 -1.0652 -4.7679 -3.7623  0.2214
C4 -3.7007 1.1102 -4.0877  -0.6008
N2 -4.0498 -0.1507 -4.8794  0.1802
C5 -5.3926 0.1367 -5.6048  -0.9590
C6 -3.0668 -0.3925 -6.0026  -0.7775
C7 -4.2992 -1.4040 -4.0658  -0.9805
C8 -2.9750 -2.0753 -3.5425  -0.1037
O3 -2.4891 -1.3924 -2.3935  -0.5353
H10 -2.6999 0.9440 -3.6891  0.0477
H11 -4.3292 1.2593 -3.2097  0.3648
H12 -3.8127 2.0306 -4.6609  0.4043
H13 -5.4503 1.1092 -6.0936  0.3628
H14 -6.0818 0.2415 -4.7669  0.4313
H15 -5.5808 -0.6869 -6.2936  0.4064
H16 -3.2198 -1.3298 -6.5375  0.3561
H17 -2.0405 -0.4005 -5.6355  0.1740
H18 -3.2081 0.3769 -6.7617  0.3931
H19 -4.8111 -2.1598 -4.6615  0.4064
H20 -4.9972 -1.1658 -3.2632  0.3980
H21 -2.1923 -2.1853 -4.2932  0.1996
H22 -3.0518 -3.1364 -3.3053  0.3643
H23 -1.6473 -1.7867 -2.1537  0.2665
C9 2.9128 -3.4407 4.1007  -0.7398
N3 3.4084 -3.1367 2.7108  0.0458
C10 4.8123 -2.6399 2.7274  -0.8287
C11 3.3741 -4.4222 1.9161  -0.8907
C12 2.4682 -2.0426 2.1064  -0.8661
C13 2.4711 -2.0071 0.5470  0.2612
O4 1.7838 -3.0396 -0.1232  -0.0803
H24 1.9111 -3.8684 4.0597  0.2430
H25 2.7543 -2.5552 4.7162  0.3520
H26 3.6565 -4.0928 4.5589  0.4075
H27 4.7923 -1.6575 3.1990  0.3903
H28 5.2120 -2.5278 1.7195  0.3532
H29 5.4457 -3.2916 3.3293  0.4085
H30 4.1025 -5.0134 2.4713  0.4734
H31 3.7767 -4.1738 0.9341  0.4664
H32 2.3439 -4.7738 1.9723  0.1990
H33 2.8140 -1.1076 2.5472  0.4242
H34 1.3999 -2.1235 2.3076  -0.1439
H35 3.4524 -1.8576 0.0967  0.4186
H36 2.0587 -1.0446 0.2442  0.0005
H37 1.0205 -2.7707 -0.6398  0.3861
C14 -3.1928 -4.6150 0.7325  -0.8139
N4 -1.8477 -4.6550 1.5390  0.1816
C15 -0.8334 -5.3703 0.5958  -0.8586
C16 -1.3243 -3.2189 1.7211  -0.6654
C17 -1.9860 -5.3359 2.9541  -0.2413
C18 -2.4497 -6.8232 3.0219  -0.8113
O5 -1.5099 -7.8155 2.5445  -0.4914
H38 -3.0378 -4.0442 -0.1830  0.2441
H39 -3.9764 -4.2064 1.3706  0.3656
H40 -3.4371 -5.6186 0.3843  0.4166
H41 0.0429 -5.5539 1.2174  0.1599
H42 -0.6306 -4.8164 -0.3208  0.4037
H43 -1.1734 -6.3926 0.4301  0.5578
H44 -2.0428 -2.8196 2.4369  0.4845
H45 -1.4605 -2.6751 0.7863  0.1726
H46 -0.3242 -3.2741 2.1510  0.0432
H47 -2.6768 -4.6629 3.4620  0.4471
H48 -1.0557 -5.3017 3.5212  0.2394
H49 -3.3689 -7.0590 2.4857  0.3130
H50 -2.7592 -7.0167 4.0489  0.4260
H51 -0.6760 -7.8296 3.0198  0.3314
C19 -1.3005 8.7674 5.0550  -1.3105
C20 -1.4018 7.2190 4.9311  -0.5985
C21 -0.5079 6.5948 3.8816  -0.6535
C22 -0.7086 5.0297 3.7183  -0.8394
P1 0.3093 4.5095 2.3664  0.6424
C23 -0.7187 4.7014 0.8125  -1.1248
C24 0.0083 4.4263 -0.5944  -0.4360
C25 -1.0720 4.1120 -1.6804  -0.6190
C26 -0.6149 3.9633 -3.1178  -1.2188
C27 0.6212 2.7325 2.6482  -0.8528
C28 -0.5250 1.7471 2.8977  -1.2370
C29 -0.5776 0.5054 2.0349  -0.0160
C30 -0.6372 0.8429 0.5392  0.0838
C31 1.8535 5.4397 2.2000  -1.0084
C32 3.0051 4.7204 1.4489  -0.3291
C33 4.3657 5.3551 1.3752  -0.8196
C34 5.1888 5.3429 2.6928  -1.2240
H52 -1.9930 9.3172 5.6923  0.3960
H53 -1.6843 9.1290 4.1011  0.3348
H54 -0.2697 9.0680 5.2428  0.3255
H55 -2.4416 6.9792 4.7086  0.3652
H56 -1.1124 6.7105 5.8507  0.3665
H57 0.5153 6.8353 4.1703  0.2396
H58 -0.6481 7.1304 2.9427  0.4325
H59 -1.6921 4.8272 3.2943  0.4745
H60 -0.3203 4.4945 4.5848  0.4905
H61 -1.1989 5.6758 0.9016  0.7784
H62 -1.4837 3.9570 1.0333  0.5872
H63 0.7443 3.6238 -0.5453  0.1368
H64 0.4472 5.3617 -0.9416  0.6724
H65 -1.7606 4.9553 -1.7340  0.4517
H66 -1.6913 3.2741 -1.3603  0.2754
H67 0.1252 4.7134 -3.3966  0.3853
H68 -1.3683 4.1512 -3.8827  0.3737
H69 -0.2564 2.9494 -3.2961  0.0239
H70 1.3314 2.5582 3.4565  0.8351
H71 1.1238 2.3855 1.7454  0.4949
H72 -1.4362 2.3348 2.7855  0.4590
H73 -0.6319 1.5065 3.9554  0.4995
H74 -1.4358 -0.1427 2.2122  0.4147
H75 0.1368 -0.2839 2.2686  -0.5368
H76 -1.4727 1.5219 0.3687  0.4564
H77 -0.7507 -0.1359 0.0732  -0.3475
H78 0.1914 1.4314 0.1454  -0.0494
H79 2.1682 5.8059 3.1772  0.5938
H80 1.6648 6.4117 1.7440  0.6061
H81 2.6509 4.5895 0.4264  0.0367
H82 3.1846 3.7189 1.8400  0.2900
H83 4.3343 6.3457 0.9214  0.4652
H84 4.9905 4.7643 0.7053  0.3640
H85 5.4501 4.3128 2.9350  0.3107
H86 4.5944 5.7684 3.5014  0.2996
H87 6.0247 6.0397 2.6309  0.3752
C35 1.2410 0.4937 -3.0044  0.2202
F1 0.0543 0.5633 -2.4355  -0.1022
F2 1.8119 1.6858 -3.1141  -0.2183
F3 2.0547 -0.2944 -2.2817  -0.1490
S1 1.0424 -0.1435 -4.8488  1.0366
O6 0.5386 -1.5280 -4.6728  -0.8813
O7 0.1283 0.8010 -5.5025  -0.6499
O8 2.4132 -0.1869 -5.3855  -0.6790